1.
C33H37AuIN2O2PS | wB97M-V/def2-TZVPD

Properties
Kohn-Sham gap (spin up / spin down)	4.8 / 4.8	eV
ΔE to the lowest compared entry with this formula, charge and spin	59.4	kcal per mole
E_HOMO (spin up / spin down)	-0.4810 / -0.4810	Ha
DFT total energy	-2712.02340	a.u.

```
! wB97M-V def2-TZVPD RIJCOSX def2/J DEFGRID3
* xyz 2 1
Au -0.54 -0.08 -0.10
I 2.79 -0.56 0.76
S -0.47 -2.43 -0.51
P 0.49 -0.01 2.48
O 0.68 1.59 0.17
O -3.00 0.14 -0.32
N 1.07 -2.75 -2.65
N -1.14 -2.18 -3.08
C -2.66 -2.16 3.94
C -1.52 1.88 2.24
C -0.17 3.79 3.74
C 5.22 -0.18 2.49
C -2.24 -3.46 3.72
C 5.31 -0.02 4.88
C 1.87 -0.17 6.27
C 0.38 -2.63 -4.87
C -0.19 -2.42 -2.22
C -2.03 -2.00 -5.32
C 5.96 -0.05 3.68
C -1.04 -3.71 3.08
C -3.51 1.34 -0.94
C 1.38 -2.86 -3.96
C 1.11 -0.18 5.09
C -1.90 -1.09 3.50
C 1.71 -0.17 3.85
C -0.26 1.59 2.78
C 1.86 3.60 -0.27
C 2.77 -3.21 -4.33
C -4.99 1.53 -0.70
C 3.86 -0.24 2.55
C 3.12 -0.17 3.75
C -2.11 3.09 2.50
C -1.44 4.05 3.25
C 0.44 2.57 3.50
C -0.90 -2.28 -4.40
C 1.04 2.46 -0.86
C -0.67 -1.34 2.88
C 3.24 -0.12 6.19
C 3.89 -0.10 4.94
C -0.25 -2.65 2.66
C -0.16 2.97 -1.65
H 5.73 -0.25 1.54
H -2.57 -1.11 -4.98
H -3.60 -1.97 4.45
H 0.03 -0.18 5.17
H -0.78 2.14 -1.98
H 1.70 1.92 -1.57
H -3.09 3.31 2.10
H 0.70 -2.84 2.16
H -2.03 1.13 1.64
H 1.77 -2.92 -1.95
H -5.56 0.69 -1.09
H 7.04 0.01 3.63
H -0.71 -4.73 2.90
H 3.02 -4.22 -3.98
H -3.49 -0.62 -0.66
H 3.84 -0.09 7.09
H -0.77 3.64 -1.03
H 0.57 -2.72 -5.93
H -5.20 1.63 0.37
H -2.24 -0.08 3.66
H 1.21 4.23 0.35
H -2.74 -2.83 -5.27
H 2.29 4.20 -1.07
H 1.37 -0.20 7.23
H -5.33 2.43 -1.21
H 2.91 -3.18 -5.41
H 0.36 4.54 4.31
H -2.94 2.16 -0.50
H 0.17 3.53 -2.53
H -2.85 -4.29 4.05
H 1.43 2.38 3.89
H 2.66 3.21 0.35
H -1.91 5.00 3.46
H 3.49 -2.53 -3.87
H -3.29 1.31 -2.01
H -1.70 -1.88 -6.35
H 5.86 0.05 5.80
*
```

=====

2.
C23H38CuF5NOSi4 | wB97M-V/def2-TZVPD

Properties
Kohn-Sham gap	7.0	eV
ΔE to the lowest compared entry with this formula, charge and spin	0.0	kcal per mole
E_HOMO	-0.1582	Ha
DFT total energy	-4327.13091	a.u.

```
! wB97M-V def2-TZVPD RIJCOSX def2/J DEFGRID3
* xyz -1 1
Cu -0.44 1.30 0.72
Si -2.85 -0.56 -1.20
Si -0.93 -0.87 0.10
Si 0.56 -1.79 -1.44
Si -1.50 -2.66 1.47
F 0.35 2.90 -1.95
F -1.15 7.22 -0.91
F -1.70 3.78 2.23
F -2.01 6.35 1.52
F 0.02 5.47 -2.63
O 0.97 1.70 2.62
N 3.05 2.06 0.81
C -1.00 5.93 -0.56
C 3.71 0.91 0.79
C -0.24 -2.95 2.86
C 3.68 0.07 2.05
C 1.35 -0.42 -2.47
C 4.41 0.49 -0.34
C -4.09 0.50 -0.25
C -3.79 -2.11 -1.73
C 2.00 -2.71 -0.60
C 3.04 2.82 -0.29
C 4.41 1.29 -1.47
C 1.50 0.61 3.35
C -0.40 5.04 -1.43
C -0.66 3.21 0.18
C -1.65 -4.33 0.59
C 2.30 -0.38 2.52
C -1.43 5.48 0.67
C -3.16 -2.35 2.33
C -0.17 -3.03 -2.67
C -2.42 0.40 -2.77
C -0.26 3.72 -1.04
C -1.25 4.15 1.00
C 3.71 2.48 -1.45
H 1.79 0.34 -1.82
H 1.68 2.07 2.06
H -0.63 -3.88 -2.17
H 2.58 -2.04 0.03
H -2.36 -4.28 -0.23
H 4.93 -0.46 -0.33
H -3.39 -3.16 3.03
H 0.60 0.09 -3.08
H 3.65 3.13 -2.32
H -1.99 -5.11 1.29
H -3.13 -1.41 2.88
H 2.44 -1.27 3.14
H 2.46 3.74 -0.22
H -0.69 -4.64 0.18
H -3.16 -2.79 -2.31
H 1.68 -0.69 1.66
H -3.65 1.46 0.01
H 0.76 -3.15 2.45
H 4.93 0.97 -2.36
H -4.38 0.01 0.69
H -4.65 -1.85 -2.35
H 0.65 0.10 3.79
H 2.67 -3.13 -1.36
H -3.33 0.70 -3.30
H -0.16 -2.07 3.50
H -4.16 -2.65 -0.86
H -1.85 1.30 -2.53
H 1.64 -3.53 0.02
H -0.93 -2.56 -3.30
H 4.31 -0.81 1.88
H 2.13 -0.81 -3.13
H -4.99 0.68 -0.84
H -1.82 -0.20 -3.46
H -3.97 -2.28 1.60
H -0.53 -3.80 3.48
H 4.16 0.65 2.84
H 0.62 -3.41 -3.34
H 2.13 0.98 4.17
*
```

=====

3.
C5H8O2 | wB97M-V/def2-TZVPD

Properties
structure (SMILES)	C1=CO[C@@H]2C[C@@H]2O1.[H][H]
Kohn-Sham gap	9.1	eV
ΔE to the lowest compared entry with this formula, charge and spin	125.8	kcal per mole
E_HOMO	-0.3019	Ha
DFT total energy	-345.60441	a.u.

```
! wB97M-V def2-TZVPD RIJCOSX def2/J DEFGRID3
* xyz 0 1
O -1.07 -0.98 -0.43
O -0.29 1.50 0.30
C -0.38 0.52 1.21
C -0.48 -0.79 0.80
C -0.46 -0.24 -1.43
C 0.03 1.10 -1.01
C 1.02 0.00 -1.35
H 0.21 -1.58 1.05
H 1.55 0.09 -2.29
H -0.36 -1.07 2.65
H -0.03 1.97 -1.65
H -0.96 -0.40 -2.37
H -0.58 0.94 2.19
H 1.61 -0.47 -0.56
H 0.21 -0.61 2.88
*
```

=====

> Which of these has the highest DFT total energy?

C5H8O2

=====

> Which of these has the highest DFT total energy?

C5H8O2